Molecular formula: C24H29N3O3S
Method: DFT, the ωB97M-V functional and the def2-TZVPD basis

Geometry as XYZ:
```
60
Properties=species:S:1:pos:R:3:mulliken_charge:R:1
C 3.2520 -0.4788 -3.0636 -1.280
C 1.9000 0.0419 -3.4373 0.856
C 1.7345 1.1607 -4.2403 -1.009
C 0.4674 1.6320 -4.5278 -0.996
C -0.6732 1.0263 -4.0148 1.234
C -2.0194 1.5970 -4.3403 -1.525
C -0.5160 -0.0950 -3.1965 0.827
C -1.6844 -0.8253 -2.5798 -1.621
N -2.5419 -0.0259 -1.7028 0.553
C -3.8305 0.1721 -2.0997 0.641
O -4.2931 -0.3007 -3.1167 -0.640
C -4.6549 1.0544 -1.1895 -0.763
S -4.6866 0.3084 0.4624 -0.166
C -2.9421 0.3648 0.6869 0.497
C -2.4340 0.4959 1.9723 -1.325
C -1.0758 0.6014 2.1929 -0.498
C -0.2089 0.6071 1.1036 0.306
C 1.2738 0.7169 1.2244 -0.089
O 2.0304 0.2093 0.4156 -0.657
N 1.7158 1.4242 2.2899 0.017
C 3.1182 1.5745 2.5887 -0.634
C 3.5514 0.8396 3.8759 -1.097
N 3.4453 -0.5989 3.8973 0.039
C 2.1158 -1.1507 4.0784 -0.073
C 2.2710 -2.6310 4.4372 -0.844
O 2.9409 -3.3317 3.4178 -0.401
C 4.2123 -2.7725 3.1808 -0.795
C 4.1147 -1.2911 2.8094 -0.255
C -0.7186 0.4408 -0.1778 0.083
C -2.0786 0.2890 -0.4176 -0.398
C 0.7626 -0.5780 -2.9414 -0.426
H 3.3724 -0.4188 -1.9822 0.159
H 4.0403 0.0986 -3.5397 0.368
H 3.3556 -1.5230 -3.3546 0.328
H 2.5993 1.6676 -4.6435 0.362
H 0.3568 2.4995 -5.1633 0.379
H -1.9486 2.2702 -5.1914 0.499
H -2.4090 2.1658 -3.4943 0.217
H -2.7389 0.8158 -4.5740 0.315
H -1.3097 -1.6762 -2.0026 0.357
H -2.3453 -1.2002 -3.3682 0.580
H -4.2300 2.0568 -1.1042 0.268
H -5.6768 1.1057 -1.5587 0.442
H -3.1281 0.5076 2.7983 0.415
H -0.7093 0.6608 3.2069 0.387
H 1.0537 1.8381 2.9254 0.236
H 3.3551 2.6377 2.7017 0.438
H 3.6631 1.1805 1.7287 0.319
H 2.9721 1.2232 4.7214 0.436
H 4.6040 1.0889 4.0476 0.379
H 1.6147 -0.6263 4.8955 0.480
H 1.5005 -1.0810 3.1675 0.014
H 1.2956 -3.1084 4.5482 0.369
H 2.8325 -2.7145 5.3804 0.390
H 4.6511 -3.3485 2.3647 0.374
H 4.8357 -2.8765 4.0823 0.375
H 5.1181 -0.8782 2.6888 0.438
H 3.5658 -1.1966 1.8587 0.074
H -0.0151 0.4272 -0.9924 0.804
H 0.8833 -1.4501 -2.3133 0.238
```

Gap between HOMO and LUMO in eV: 8.87
Structure (SMILES): Cc1ccc(C)c(CN2C(=O)CSc3ccc(C(=O)NCCN4CCOCC4)cc32)c1
E_LUMO in eV: 0.433
E_tot in eV: -46807.9400
HOMO level in eV: -8.43
Energy relative to the best compared isomer or geometry (same formula, charge and spin) in kcal/mol: 24.8

=====

Molecular formula: C24H29N3O4
Method: DFT, the ωB97M-V functional and the def2-TZVPD basis

Geometry as XYZ:
```
60
Properties=species:S:1:pos:R:3:mulliken_charge:R:1
C 0.7032 3.8588 1.0634 -0.908
C 1.9060 3.8810 0.1283 -0.702
C 2.4682 2.4763 -0.0691 0.114
C 3.7092 2.4761 -0.9712 -0.955
C 4.1404 1.0535 -1.2191 0.637
O 3.8036 0.3816 -2.1586 -0.601
O 4.9302 0.6033 -0.2354 -0.325
C 5.3419 -0.7562 -0.3387 -0.843
C 4.1787 -1.7213 -0.6047 0.523
O 4.3254 -2.6666 -1.3509 -0.644
C 2.9523 -1.4105 0.0996 0.905
C 2.7917 -0.6736 1.3077 -1.126
C 1.4558 -0.5664 1.5514 1.053
C 0.7247 0.0913 2.6653 -1.646
N 0.7856 -1.2070 0.5308 0.900
C -0.6054 -1.2522 0.4034 -0.869
C -1.3945 -2.3662 0.3627 0.452
C -1.0117 -3.7876 0.5497 -1.835
N -2.6871 -2.0018 0.1075 0.024
C -3.8241 -2.7587 0.5707 -1.199
N -2.7369 -0.6114 0.1179 0.371
C -3.8361 0.0940 -0.3949 0.199
C -4.5980 -0.4265 -1.4377 0.106
C -5.6734 0.2931 -1.9248 -0.747
C -5.9819 1.5346 -1.3943 -0.434
C -5.2060 2.0603 -0.3744 -0.725
C -4.1391 1.3438 0.1349 -0.357
C -1.4514 -0.0839 0.2410 0.630
O -1.1844 1.1016 0.2054 -0.682
C 1.6805 -1.7298 -0.3522 0.270
C 1.2925 -2.4090 -1.6111 -1.690
H -0.0478 3.1672 0.6901 0.062
H 1.0036 3.5378 2.0589 0.288
H 0.2593 4.8488 1.1417 0.435
H 2.6819 4.5329 0.5383 0.349
H 1.6060 4.2881 -0.8395 0.349
H 2.7326 2.0501 0.8998 0.168
H 1.6967 1.8439 -0.5120 0.179
H 3.4690 2.9365 -1.9300 0.386
H 4.5185 3.0244 -0.4885 0.369
H 5.8163 -0.9949 0.6160 0.327
H 6.0683 -0.8688 -1.1507 0.370
H 3.5798 -0.2961 1.9282 0.399
H 1.4341 0.4636 3.3989 0.412
H 0.1369 0.9274 2.2876 0.151
H 0.0468 -0.6097 3.1547 0.344
H 0.0502 -3.8502 0.7693 0.371
H -1.5682 -4.2301 1.3755 0.497
H -1.2211 -4.3658 -0.3494 0.335
H -3.7801 -2.9338 1.6506 0.325
H -3.8500 -3.7173 0.0538 0.372
H -4.7355 -2.2099 0.3440 0.489
H -4.3360 -1.3778 -1.8770 0.478
H -6.2640 -0.1142 -2.7318 0.382
H -6.8191 2.0943 -1.7824 0.394
H -5.4356 3.0331 0.0328 0.371
H -3.5253 1.7485 0.9224 0.421
H 0.3268 -2.0501 -1.9637 0.317
H 1.2420 -3.4900 -1.4788 0.245
H 2.0538 -2.2085 -2.3615 0.518
```

Gap between HOMO and LUMO in eV: 8.23
Structure (SMILES): CCCCC(=O)OCC(=O)c1cc(C)n(-c2c(C)n(C)n(-c3ccccc3)c2=O)c1C
E_LUMO in eV: 0.378
E_tot in eV: -38019.3600
HOMO level in eV: -7.86
Energy relative to the best compared isomer or geometry (same formula, charge and spin) in kcal/mol: 46.2

=====

Molecular formula: C24H29N3O4
Method: DFT, the ωB97M-V functional and the def2-TZVPD basis

Geometry as XYZ:
```
60
Properties=species:S:1:pos:R:3:mulliken_charge:R:1
C -3.7650 -1.4710 0.5279 -0.631
C -3.4762 -2.0922 -0.9458 -0.453
O -2.1834 -2.5135 -1.2235 -0.418
C -1.9005 -3.7624 -0.4553 -0.644
C -1.0037 -3.5629 0.5916 -0.499
C 0.2638 -2.9285 0.3186 -0.845
N 0.0780 -1.7234 -0.2823 0.277
C 0.6221 -0.4109 -0.1139 -0.089
O 1.2523 -0.2790 0.9264 -0.725
C 0.3292 0.7342 -0.8809 -0.247
N 1.2250 1.9952 -0.5891 -0.189
C 1.9343 2.4170 -1.7026 0.439
O 1.7380 2.1027 -2.8821 -0.605
C 3.3459 3.0567 -1.0611 -0.964
C 3.9915 2.0498 -0.2461 0.172
C 4.4162 2.3452 1.2435 -0.802
N 5.0152 1.0919 1.7808 -0.067
C 4.7608 0.1300 0.9831 -0.410
C 5.1969 -1.0539 1.0210 -0.307
C 4.7352 -1.9819 0.1843 -0.518
C 4.1196 -1.5797 -1.2024 -0.912
C 3.7603 -0.1480 -1.1473 -0.190
C 4.1851 0.7710 -0.2285 1.116
C -1.0781 1.2772 -0.5156 0.341
C -1.4409 1.5228 0.7292 -0.365
C -2.7301 2.0019 1.0845 -1.026
C -3.6531 2.2772 0.1493 0.719
O -4.9078 2.3719 0.4831 -0.462
C -5.4985 2.9612 1.8451 -0.732
C -3.3577 1.6699 -1.3572 -1.591
C -2.1099 1.2701 -1.2357 0.377
H -3.0983 -0.7560 0.7038 -0.014
H -4.7356 -0.8453 0.4925 0.365
H -3.6795 -2.2506 1.5066 0.221
H -4.3416 -2.7714 -0.8947 0.375
H -3.7826 -1.3704 -1.7717 0.362
H -2.7769 -4.3426 0.0368 0.297
H -1.3052 -4.4642 -1.0011 0.375
H -0.8346 -4.2501 1.2734 0.723
H -1.3128 -2.5837 1.2906 0.066
H 0.8447 -2.5753 1.1669 0.393
H 0.8281 -3.5235 -0.4385 0.339
H -0.4716 -1.5165 -1.3129 0.396
H 0.4826 0.3733 -1.8956 1.130
H 1.6662 1.6903 0.1889 0.453
H 3.1231 3.8874 -0.5577 0.539
H 3.9696 3.2708 -2.0181 0.298
H 4.4434 3.2938 1.7236 0.429
H 5.4058 1.3799 2.6226 0.127
H 5.5624 -1.6970 1.9956 0.113
H 5.0548 -3.0609 0.1692 0.346
H 3.9230 -2.1203 -2.1266 0.429
H 3.3539 0.1507 -2.0428 0.613
H -0.5695 1.5300 1.5544 0.028
H -2.7445 2.3177 2.0801 0.521
H -6.5149 3.0965 1.5673 0.273
H -5.2719 1.9613 2.3830 0.285
H -4.9017 3.8397 1.8336 0.326
H -4.2824 1.8101 -1.8326 0.569
H -1.8984 0.9876 -2.4953 -0.127
```

Gap between HOMO and LUMO in eV: 8.13
Structure (SMILES): CCOCCCNC(=O)[C@H](NC(=O)Cc1c[nH]c2ccccc12)c1ccc(OC)cc1
E_LUMO in eV: 0.735
E_tot in eV: -38002.8649
HOMO level in eV: -7.39
Energy relative to the best compared isomer or geometry (same formula, charge and spin) in kcal/mol: 426.6

=====

Repeat the first record exactly.
Molecular formula: C24H29N3O3S
Method: DFT, the ωB97M-V functional and the def2-TZVPD basis

Geometry as XYZ:
```
60
Properties=species:S:1:pos:R:3:mulliken_charge:R:1
C 3.2520 -0.4788 -3.0636 -1.280
C 1.9000 0.0419 -3.4373 0.856
C 1.7345 1.1607 -4.2403 -1.009
C 0.4674 1.6320 -4.5278 -0.996
C -0.6732 1.0263 -4.0148 1.234
C -2.0194 1.5970 -4.3403 -1.525
C -0.5160 -0.0950 -3.1965 0.827
C -1.6844 -0.8253 -2.5798 -1.621
N -2.5419 -0.0259 -1.7028 0.553
C -3.8305 0.1721 -2.0997 0.641
O -4.2931 -0.3007 -3.1167 -0.640
C -4.6549 1.0544 -1.1895 -0.763
S -4.6866 0.3084 0.4624 -0.166
C -2.9421 0.3648 0.6869 0.497
C -2.4340 0.4959 1.9723 -1.325
C -1.0758 0.6014 2.1929 -0.498
C -0.2089 0.6071 1.1036 0.306
C 1.2738 0.7169 1.2244 -0.089
O 2.0304 0.2093 0.4156 -0.657
N 1.7158 1.4242 2.2899 0.017
C 3.1182 1.5745 2.5887 -0.634
C 3.5514 0.8396 3.8759 -1.097
N 3.4453 -0.5989 3.8973 0.039
C 2.1158 -1.1507 4.0784 -0.073
C 2.2710 -2.6310 4.4372 -0.844
O 2.9409 -3.3317 3.4178 -0.401
C 4.2123 -2.7725 3.1808 -0.795
C 4.1147 -1.2911 2.8094 -0.255
C -0.7186 0.4408 -0.1778 0.083
C -2.0786 0.2890 -0.4176 -0.398
C 0.7626 -0.5780 -2.9414 -0.426
H 3.3724 -0.4188 -1.9822 0.159
H 4.0403 0.0986 -3.5397 0.368
H 3.3556 -1.5230 -3.3546 0.328
H 2.5993 1.6676 -4.6435 0.362
H 0.3568 2.4995 -5.1633 0.379
H -1.9486 2.2702 -5.1914 0.499
H -2.4090 2.1658 -3.4943 0.217
H -2.7389 0.8158 -4.5740 0.315
H -1.3097 -1.6762 -2.0026 0.357
H -2.3453 -1.2002 -3.3682 0.580
H -4.2300 2.0568 -1.1042 0.268
H -5.6768 1.1057 -1.5587 0.442
H -3.1281 0.5076 2.7983 0.415
H -0.7093 0.6608 3.2069 0.387
H 1.0537 1.8381 2.9254 0.236
H 3.3551 2.6377 2.7017 0.438
H 3.6631 1.1805 1.7287 0.319
H 2.9721 1.2232 4.7214 0.436
H 4.6040 1.0889 4.0476 0.379
H 1.6147 -0.6263 4.8955 0.480
H 1.5005 -1.0810 3.1675 0.014
H 1.2956 -3.1084 4.5482 0.369
H 2.8325 -2.7145 5.3804 0.390
H 4.6511 -3.3485 2.3647 0.374
H 4.8357 -2.8765 4.0823 0.375
H 5.1181 -0.8782 2.6888 0.438
H 3.5658 -1.1966 1.8587 0.074
H -0.0151 0.4272 -0.9924 0.804
H 0.8833 -1.4501 -2.3133 0.238
```

Gap between HOMO and LUMO in eV: 8.87
Structure (SMILES): Cc1ccc(C)c(CN2C(=O)CSc3ccc(C(=O)NCCN4CCOCC4)cc32)c1
E_LUMO in eV: 0.433
E_tot in eV: -46807.9400
HOMO level in eV: -8.43
Energy relative to the best compared isomer or geometry (same formula, charge and spin) in kcal/mol: 24.8

=====

Question: Which formula does entry 1 have?
Answer: C24H29N3O3S

=====

Question: Which of these has the highest E_LUMO?
Answer: number 3